A cluster of 3 separate species, C20H40ClN3O12P2 in total. Source: OMol25; level of theory: the ωB97M-V functional and the def2-TZVPD basis.

The geometry in XYZ format:
```
78
C20H40ClN3O12P2 the ωB97M-V functional and the def2-TZVPD basis
H -1.8713 -3.8501 3.6926
N -2.1202 -3.1843 2.9666
C -2.2601 -2.0460 3.4457
C -2.0979 -1.8525 4.9515
C -2.6901 -0.8814 2.6053
P -1.4384 0.5083 2.4657
O -0.2777 -0.4853 1.7157
C -0.6329 -1.3974 0.6972
C 0.5029 -1.5349 -0.3504
N 0.0189 -0.9917 -1.6440
C 0.2581 -1.8727 -2.7992
C 0.8658 -1.0401 -3.9421
C 2.3958 -0.9741 -3.7620
O 0.5118 -1.5718 -5.2126
C -1.4932 1.5435 0.8758
Cl 0.1535 1.7732 0.1319
C -2.1254 2.9525 0.9112
C -1.9425 3.6619 -0.4698
N -0.3812 0.6399 3.8475
C 0.6754 -0.3823 4.0134
C 0.2926 1.9100 4.0800
C 1.3066 2.5290 3.1392
O 0.1057 2.4403 5.1005
P -2.9347 1.7747 3.5606
O -4.2525 1.8633 2.9223
O -3.1533 1.0921 5.0276
O -2.4629 3.2865 3.9257
H -1.4585 -2.6326 5.3564
H -1.6503 -0.9027 5.2217
H -3.0669 -1.9859 5.4246
H -3.5872 -0.5415 3.1299
H -3.0917 -1.1618 1.6402
H -1.5333 -1.1990 0.1165
H -0.7595 -2.4029 1.1037
H 0.7992 -2.5709 -0.4587
H 1.3541 -0.9439 -0.0267
H 0.5345 -0.1431 -1.8381
H 0.9597 -2.6842 -2.5988
H -0.6821 -2.2486 -3.1987
H 0.4915 -0.0121 -3.9188
H 2.6231 -1.2142 -2.7241
H 2.8368 -1.7145 -4.4221
H 2.8116 0.0130 -3.9426
H -0.0551 -0.9164 -5.6318
H -2.0357 0.9689 0.1285
H -3.1945 2.9751 1.0712
H -1.5541 3.5650 1.6016
H -2.7961 4.3315 -0.5889
H -1.9922 2.9693 -1.3044
H -1.0725 4.3028 -0.4896
H 1.5722 -0.2010 3.4302
H 1.0162 -0.2687 5.0500
H 0.3407 -1.4055 3.9450
H 1.8004 1.7649 2.5476
H 0.7644 3.2207 2.4994
H 1.9947 3.1302 3.7137
H -3.0232 1.7581 5.7176
H -3.2495 3.8148 4.1268
O 3.7128 -0.9721 -0.1132
C 4.0563 -2.0862 0.1057
O 3.3951 -3.2031 -0.3126
C 4.2375 -4.3278 -0.0470
C 5.1244 -3.8228 1.0652
O 5.1655 -2.4179 0.8129
H 3.6448 -5.1919 0.2436
H 4.7976 -4.5688 -0.9526
H 4.6938 -3.9911 2.0542
H 6.1241 -4.2495 1.0369
O -2.4855 1.1465 -5.6896
C -1.6100 1.6715 -6.2907
O -1.6545 2.9348 -6.7853
C -0.3417 3.2791 -7.2348
C 0.2803 1.9281 -7.5008
O -0.4140 1.0829 -6.5801
H -0.3900 3.9048 -8.1227
H 0.1696 3.8269 -6.4409
H 0.0938 1.5719 -8.5154
H 1.3507 1.9094 -7.3104
```

Results
F_max	3.632	eV Å⁻¹
2S+1	1
frontier orbital gap	0.321	Eh
charge	0
E_LUMO	0.5	eV
SMILES	[H]/N=C(\C)CP(OCCNC[C@@H](C)O)([C@H](Cl)CC)(N(C)C(C)=O)P(=O)(O)O.O=C1OCCO1.O=C1OCCO1

A cluster of 3 separate species, C20H40F3NO13P2 in total. Source: OMol25; level of theory: the ωB97M-V functional and the def2-TZVPD basis.

The geometry in XYZ format:
```
79
C20H40F3NO13P2 the ωB97M-V functional and the def2-TZVPD basis
N -7.4607 3.2349 7.5888
C -8.3559 3.0353 6.4450
O -9.6139 2.9834 6.6648
C -7.9009 2.9251 4.9107
C -6.3131 3.1937 4.6827
C -6.1728 3.9887 3.2971
O -4.9575 4.7993 3.0625
C -5.1654 5.1820 1.6720
O -4.5815 6.0996 1.0377
O -6.1399 4.3128 1.0181
C -6.0965 3.1503 1.9298
C -7.1286 1.9447 1.6789
O -6.5269 1.0422 0.7038
C -5.9076 -0.0684 1.3157
F -4.8404 0.2857 2.2071
F -5.3054 -0.8391 0.2619
F -6.8315 -0.9692 1.9446
H -8.0574 3.1361 8.4372
H -6.7305 2.4957 7.6463
H -8.2528 1.9104 4.5040
H -8.5222 3.7180 4.3353
H -5.9532 3.8730 5.5290
H -5.6832 2.2307 4.7438
H -6.9628 4.8319 3.3665
H -5.0648 2.7134 1.6450
H -7.3893 1.3538 2.6225
H -8.0592 2.4154 1.1740
C -2.4153 1.4908 -1.0850
C -2.1024 0.6408 0.1326
O -0.8780 -0.0614 -0.0314
P 0.5334 0.7889 0.1376
O 0.4875 0.8547 1.6708
O 1.6173 -0.4704 0.1136
C 2.6854 -0.5086 1.0560
C 2.3848 -1.5490 2.1195
O 0.6450 0.8364 -1.5714
C 1.0393 -0.2569 -2.3967
C 0.0830 -1.4329 -2.3929
H -1.6821 2.2947 -1.1977
H -3.4079 1.9413 -0.9977
H -2.3787 0.8919 -1.9979
H -2.0689 1.2551 1.0383
H -2.8880 -0.1062 0.2675
H 2.8624 0.4743 1.4961
H 3.5954 -0.7896 0.5165
H 1.4053 -1.3891 2.5766
H 3.1436 -1.5343 2.9055
H 2.3615 -2.5480 1.6756
H 2.0603 -0.5685 -2.1650
H 1.0765 0.1428 -3.4152
H 0.1000 -1.9625 -1.4386
H 0.3598 -2.1489 -3.1727
H -0.9439 -1.1051 -2.5723
C 5.4047 0.2064 -2.1950
C 6.6871 -0.0662 -2.9586
O 6.9273 -1.4615 -3.0762
P 6.0303 -2.3135 -4.1778
O 6.8012 -1.8233 -5.4116
O 6.8312 -3.7683 -4.1182
C 7.1457 -4.4572 -5.3258
C 8.6274 -4.3125 -5.6213
O 5.0587 -2.8637 -2.8779
C 5.4361 -3.8697 -1.9414
C 6.5994 -3.4974 -1.0436
H 4.5351 -0.1490 -2.7556
H 5.2823 1.2776 -2.0140
H 5.4044 -0.3161 -1.2355
H 6.6569 0.3983 -3.9492
H 7.5335 0.3632 -2.4168
H 6.5356 -4.1000 -6.1571
H 6.9039 -5.5144 -5.1784
H 8.9393 -3.2653 -5.6232
H 8.8772 -4.7529 -6.5894
H 9.2179 -4.8115 -4.8482
H 5.6067 -4.8234 -2.4454
H 4.5577 -4.0242 -1.3067
H 7.5393 -3.4595 -1.5973
H 6.7153 -4.2382 -0.2468
H 6.4443 -2.5174 -0.5855
```

Results
F_max	9.277	eV Å⁻¹
2S+1	1
frontier orbital gap	0.294	Eh
charge	0
E_LUMO	-1.9	eV
SMILES	NC(=O)CC[C@H]1OC(=O)O[C@@H]1COC(F)(F)F.CCOP(=O)(OCC)OCC.CCOP(=O)(OCC)OCC

A cluster of 2 separate species, C20H40FN4O7S2 in total. Source: OMol25; level of theory: the ωB97M-V functional and the def2-TZVPD basis.

The geometry in XYZ format:
```
74
C20H40FN4O7S2 the ωB97M-V functional and the def2-TZVPD basis
C 6.3121 -0.8077 5.1161
C 4.7045 -0.5619 5.3595
O 4.2969 0.8487 5.4320
C 4.5446 1.5757 4.1793
S 6.1574 2.5250 3.9848
C 4.3956 0.8249 2.7314
O 5.0192 -0.2164 2.1760
N 3.3703 1.5021 1.8420
C 2.7778 2.7639 2.4294
F 1.2984 2.8987 2.1529
O 3.4423 3.8663 1.6728
N 4.2660 3.3795 0.7289
O 5.2929 4.0533 0.6813
C 3.2119 2.5762 4.0339
N 3.7067 3.8119 4.7654
C 1.8425 2.1702 4.8462
C 1.2285 0.6966 4.4741
C -0.3216 0.7007 3.9414
S -0.3597 -0.4726 2.4435
O 0.2010 0.2538 1.1642
O 0.4063 -1.8209 2.7259
O -1.9779 -0.9151 2.0317
H 6.5345 -1.2471 4.0355
H 6.6496 -1.6704 5.8692
H 6.9829 0.1194 5.3830
H 4.0494 -1.2129 4.6034
H 4.4651 -1.0291 6.4320
H 5.9724 3.6722 3.1848
H 2.7607 0.8979 1.2486
H 2.9685 4.2506 5.3594
H 4.0715 4.5443 4.1120
H 0.9711 2.9706 4.6904
H 2.1140 2.2523 6.0059
H 1.2461 0.0601 5.4822
H 1.8817 0.0970 3.7062
H -0.9832 0.1604 4.7736
H -0.7680 1.7584 3.7152
H -1.9274 -1.0233 1.0208
C -5.1218 0.9756 -5.4383
C -5.5300 0.1504 -4.2292
C -4.5425 0.1951 -3.0566
C -3.0664 -0.1303 -3.3189
N -2.6888 -1.6222 -3.2735
C -1.1403 -1.7931 -3.3362
C -0.7067 -2.2264 -1.9491
C -1.8719 -3.0534 -1.4633
C -3.0565 -2.1983 -1.8595
C -3.3579 -2.4986 -4.3288
C -3.0806 -2.2602 -5.8249
C -2.0684 -1.2534 -6.3367
H -4.4786 0.4005 -6.1064
H -6.0075 1.2577 -6.0190
H -4.5967 1.8940 -5.1551
H -5.7401 -0.8726 -4.5405
H -6.4845 0.5497 -3.8601
H -4.9465 -0.4191 -2.2471
H -4.5658 1.2256 -2.6759
H -2.4701 0.3399 -2.5262
H -2.7124 0.2933 -4.2564
H -0.9150 -2.5871 -4.0559
H -0.6807 -0.8528 -3.6530
H -0.5579 -1.3514 -1.3049
H 0.2277 -2.7946 -1.9703
H -1.8361 -3.2339 -0.3855
H -1.9016 -4.0234 -1.9717
H -3.1582 -1.3574 -1.1672
H -3.9998 -2.7494 -1.9203
H -4.4346 -2.4652 -4.1418
H -3.0619 -3.5311 -4.0951
H -4.0426 -2.0429 -6.3075
H -2.7876 -3.2353 -6.2431
H -2.3606 -0.2212 -6.1440
H -1.9977 -1.3412 -7.4268
H -1.0640 -1.4207 -5.9459
```

Results
F_max	7.965	eV Å⁻¹
2S+1	1
frontier orbital gap	0.308	Eh
charge	+1
E_LUMO	-2.5	eV
ΔE to the lowest compared entry with this formula, charge and spin	793.2	kJ/mol